ORCA calculation (ωB97M-V with the def2-TZVPD basis set) on a molecular structure, C34H55BrN3OP2Pb at a distorted geometry.

Last column: Mulliken charge in e.
Atoms and positions in Å:
1 C 2.2829 -1.3117 -1.8639  -0.140
2 C 1.1707 0.5397 -2.7511  -0.650
3 C 3.1513 -1.3533 -2.9570  -0.881
4 C 1.9376 0.4823 -3.9156  -0.405
5 C 2.9687 -0.4543 -4.0003  -1.228
6 H 3.9334 -2.1078 -2.9587  0.560
7 H 1.7196 1.1792 -4.7251  0.476
8 H 3.6038 -0.4871 -4.8820  0.469
9 N 1.4008 -0.3078 -1.7297  1.484
10 P 0.6821 -2.6381 0.0486  -0.142
11 P -0.0563 2.4551 -0.9708  -0.376
12 C 2.3168 -2.4134 -0.7926  -1.600
13 H 2.6170 -3.3803 -1.2343  0.673
14 H 3.0905 -2.1702 -0.0423  0.684
15 C 0.0196 1.5112 -2.6095  -0.946
16 H 0.0546 2.2579 -3.4127  1.380
17 C -1.6486 3.4831 -0.9882  2.391
18 C 1.4693 3.5556 -0.8370  2.059
19 C -0.3483 -3.7213 -1.0945  2.334
20 C 0.9857 -3.4169 1.7367  2.077
21 C -2.7555 2.6525 -0.3058  -1.776
22 H -2.4750 2.3626 0.7171  0.221
23 H -3.6639 3.2734 -0.2512  0.574
24 H -2.9925 1.7386 -0.8650  0.217
25 C -1.4879 4.7921 -0.2000  -1.846
26 H -1.1840 4.6084 0.8391  0.263
27 H -0.7820 5.4815 -0.6797  0.244
28 H -2.4708 5.2882 -0.1827  0.571
29 C -2.0722 3.7999 -2.4249  -1.564
30 H -2.9945 4.4006 -2.3796  0.615
31 H -1.3187 4.3887 -2.9633  0.176
32 H -2.2971 2.8845 -2.9846  0.113
33 C 1.5071 4.1097 0.6136  -1.559
34 H 1.0900 3.4003 1.3479  0.050
35 H 2.5523 4.3037 0.8981  0.428
36 H 0.9626 5.0590 0.6996  0.412
37 C 2.7267 2.6892 -1.0571  -1.712
38 H 2.8011 1.8853 -0.3105  0.050
39 H 2.7547 2.2490 -2.0626  0.372
40 H 3.6110 3.3392 -0.9536  0.704
41 C 1.4276 4.6718 -1.9000  -1.395
42 H 0.8733 4.3974 -2.8113  0.079
43 H 1.0100 5.6076 -1.5046  0.373
44 H 2.4614 4.8903 -2.2133  0.453
45 C -0.3783 -3.6997 2.3992  -1.678
46 H -0.1956 -4.0560 3.4236  0.528
47 H -1.0064 -2.7980 2.4668  0.159
48 H -0.9494 -4.4814 1.8812  0.255
49 C 1.7688 -2.4003 2.5916  -1.609
50 H 2.7498 -2.1742 2.1537  0.304
51 H 1.2258 -1.4584 2.7424  0.053
52 H 1.9369 -2.8480 3.5826  0.634
53 C 1.8304 -4.6942 1.6308  -1.691
54 H 2.7380 -4.5398 1.0324  0.278
55 H 2.1375 -4.9816 2.6471  0.516
56 H 1.2736 -5.5386 1.2166  0.331
57 C -0.0591 -3.3635 -2.5629  -1.856
58 H 0.9656 -3.6244 -2.8574  0.268
59 H -0.7461 -3.9455 -3.1963  0.696
60 H -0.2355 -2.2975 -2.7606  0.103
61 C -1.8350 -3.4214 -0.8032  -1.552
62 H -2.0895 -2.3749 -1.0431  0.107
63 H -2.4457 -4.0838 -1.4358  0.547
64 H -2.1001 -3.6228 0.2445  0.232
65 C -0.0186 -5.2038 -0.8790  -1.968
66 H 1.0567 -5.3983 -0.9905  0.356
67 H -0.3675 -5.5687 0.0929  0.327
68 H -0.5410 -5.7875 -1.6502  0.518
69 Pb -0.3278 -0.0169 0.2463  1.615
70 C 1.9538 0.9468 1.8152  0.215
71 O 2.8537 1.1035 2.4987  -0.265
72 N -1.7082 -0.0675 -1.6902  -0.536
73 C -1.3145 0.5661 -2.6863  -0.704
74 C -2.0256 0.4437 -4.1211  2.551
75 C -1.5313 1.4753 -5.1213  -1.850
76 C -1.6838 -0.9294 -4.7035  -1.872
77 C -3.5469 0.5620 -3.8926  -1.550
78 H -1.7051 2.4970 -4.7705  0.333
79 H -0.4650 1.3235 -5.3307  0.205
80 H -2.0773 1.3497 -6.0665  0.563
81 H -2.0063 -1.7227 -4.0156  0.375
82 H -2.1921 -1.0770 -5.6709  0.497
83 H -0.6004 -1.0211 -4.8767  0.281
84 H -4.0371 1.1719 -4.6673  0.357
85 H -3.9916 -0.4412 -3.8928  0.434
86 H -3.7730 1.0079 -2.9145  0.190
87 Br -5.2984 -1.2554 4.0201  -0.158
88 C -3.7599 -0.1758 3.7727  -0.484
89 C -3.4162 0.7983 4.7104  -0.072
90 C -2.2586 1.5528 4.5107  -0.872
91 C -1.4940 1.3212 3.3642  -0.152
92 N -1.8444 0.4018 2.4566  0.179
93 C -2.9519 -0.3566 2.6399  -0.084
94 H -4.0544 0.9510 5.5732  0.459
95 H -1.9385 2.3167 5.2109  0.445
96 H -0.5810 1.9014 3.1734  0.222
97 H -3.1996 -1.1031 1.8846  0.536

## Properties
Electronic energy ... -136530.6732 eV
Net charge ... +1
Kohn-Sham gap ... 6.98 eV